[1]
A cluster of 14 separate species, H28O14 in total in a non-equilibrium geometry. Source: the Open Molecules 2025 dataset; level of theory: the ωB97M-V functional and the def2-TZVPD basis.

Results
Max |F|, eV/A: 13.2
HOMO level, eV: -10.65
2S+1: 1
Energy relative to the best compared isomer or geometry (same formula, charge and spin), kJ/mol: 627.4
E, eV: -29115.14935

Cartesian coordinates (Å):
O (-2.97181, 2.62986, 0.75450)
H (-2.92768, 2.63780, 1.64754)
H (-2.60978, 1.92536, 0.39492)
O (-1.25128, 0.11276, 0.69823)
H (-1.13113, 0.03758, 1.68906)
H (-1.57759, -0.54915, 0.33805)
O (1.44748, 1.81679, -0.16712)
H (1.80581, 1.27764, 0.58214)
H (0.67682, 1.50066, -0.35856)
O (-1.83141, -0.85168, -3.79230)
H (-2.34861, -0.14793, -3.30914)
H (-2.63577, -1.52999, -4.05805)
O (-0.48740, -3.61216, -1.83367)
H (0.19776, -3.59541, -2.63404)
H (-1.03049, -2.88683, -2.35305)
O (0.86434, -4.47902, 2.48900)
H (0.95694, -3.97565, 3.27080)
H (1.24262, -4.00189, 1.68620)
O (2.55414, 0.03481, -2.66237)
H (2.19416, 0.50789, -1.94553)
H (3.54888, 0.20047, -2.54401)
O (1.75919, 3.54084, 1.75542)
H (2.21645, 4.02995, 0.97988)
H (1.06325, 3.05384, 1.20498)
O (1.24695, -0.94792, 0.77352)
H (0.74507, -1.51162, 0.09779)
H (2.09252, -1.36629, 0.88597)
O (3.48149, -1.14096, 2.62191)
H (2.95194, -0.64422, 2.08441)
H (4.15609, -1.44646, 1.98440)
O (-1.03633, -1.67428, 2.77517)
H (-0.37350, -2.31875, 3.05562)
H (-1.70104, -1.54520, 3.40129)
O (-2.29714, 2.98344, -2.97218)
H (-1.65536, 2.70519, -3.48037)
H (-2.48823, 2.41745, -2.22957)
O (-2.49945, 0.38663, 3.20994)
H (-3.03795, 1.12570, 3.46867)
H (-1.64596, 0.62570, 3.62700)
O (0.51905, 1.68055, -3.48988)
H (0.60212, 2.17179, -4.34624)
H (1.21484, 0.82270, -3.30035)

=====

[2]
A cluster of 2 separate species, C2H8O2 in total in a non-equilibrium geometry. Source: the Open Molecules 2025 dataset; level of theory: the ωB97M-V functional and the def2-TZVPD basis.

Results
Max |F|, eV/A: 2.9
HOMO level, eV: -10.19
2S+1: 1
Energy relative to the best compared isomer or geometry (same formula, charge and spin), kJ/mol: 107.5
E, eV: -6297.29578

Cartesian coordinates (Å):
C (0.38848, -3.49068, -1.87855)
O (0.75113, -2.16176, -1.68055)
H (1.36061, -3.99261, -1.73843)
H (-0.04676, -3.82740, -2.83448)
H (-0.28511, -3.79344, -1.05927)
H (0.48124, -1.74170, -2.52382)
C (-0.11962, 3.19992, 1.79205)
O (-1.42977, 2.65037, 2.06069)
H (0.46474, 3.19517, 2.72752)
H (-0.06295, 4.20753, 1.34695)
H (0.33352, 2.47942, 1.09052)
H (-1.83547, 3.27520, 2.69740)

=====

[3]
The molecule C23H23N3O5 in a non-equilibrium geometry. Source: the Open Molecules 2025 dataset; level of theory: the ωB97M-V functional and the def2-TZVPD basis.

Results
Max |F|, eV/A: 1.3
HOMO level, eV: -7.93
2S+1: 1
Energy relative to the best compared isomer or geometry (same formula, charge and spin), kJ/mol: 668.9
E, eV: -38928.64551

Cartesian coordinates (Å):
C (-3.61570, -3.66642, 0.50534)
C (-2.55467, -2.58097, 0.41129)
O (-3.22580, -1.34155, 0.26051)
C (-2.49272, -0.19034, 0.16250)
C (-1.10985, -0.15813, 0.16170)
C (-0.39316, 1.03436, 0.00377)
C (1.04684, 0.96074, 0.00854)
C (1.92165, 1.98071, -0.06942)
C (3.34466, 1.73880, -0.04651)
C (4.27101, 2.81704, -0.01140)
C (5.60741, 2.54972, -0.00360)
C (6.05503, 1.20709, -0.01288)
C (7.41123, 0.84514, -0.00970)
C (7.78409, -0.47568, -0.03595)
C (6.81264, -1.47844, -0.05479)
C (5.47365, -1.15955, -0.03579)
N (4.51718, -2.23229, -0.03560)
O (3.41797, -2.04469, 0.43411)
O (4.88786, -3.29183, -0.50776)
C (5.04728, 0.19668, -0.02513)
N (3.74906, 0.48443, -0.06007)
C (-1.10996, 2.21988, -0.16391)
C (-2.48749, 2.20240, -0.14650)
C (-3.20341, 1.02212, 0.02704)
O (-4.56454, 1.12290, -0.03446)
C (-5.34248, 0.46960, 0.95679)
C (-6.80444, 0.40657, 0.51570)
O (-7.68370, 0.83973, 1.23775)
N (-7.05796, -0.17918, -0.67033)
C (-6.06810, -0.73380, -1.56082)
C (-8.41068, -0.17037, -1.17940)
H (-4.21771, -3.68226, -0.39958)
H (-3.13781, -4.63350, 0.63010)
H (-4.26862, -3.48180, 1.35469)
H (-1.90271, -2.76049, -0.45316)
H (-1.94237, -2.56732, 1.32201)
H (-0.54642, -1.07097, 0.27120)
H (1.47541, -0.03021, 0.09407)
H (1.60706, 3.01214, -0.13408)
H (3.90338, 3.83206, -0.00164)
H (6.33938, 3.34566, 0.00522)
H (8.15778, 1.62623, 0.01525)
H (8.82758, -0.74941, -0.03730)
H (7.09834, -2.51988, -0.07067)
H (-0.59362, 3.15584, -0.30195)
H (-3.05494, 3.11173, -0.26958)
H (-4.98239, -0.54322, 1.16167)
H (-5.31111, 1.04894, 1.88903)
H (-5.19247, -1.07333, -1.01562)
H (-5.75239, 0.00329, -2.30480)
H (-6.50831, -1.58717, -2.07993)
H (-8.45588, 0.37317, -2.12566)
H (-9.04677, 0.32098, -0.44617)
H (-8.76261, -1.19218, -1.33767)

=====

| no. | HOMO-LUMO gap (hartree) |
| --- | --- |
| 1 | 0.3818 |
| 2 | 0.4089 |
| 3 | 0.2569 |